[1]
250
Properties=species:S:1:pos:R:3:forces:R:3 method="wB97M-V/def2-TZVPD" e_lumo_ev=-5.25 spin_multiplicity=1 e_homo_ev=-12.7 max_force_ev_per_a=4.01 charge=+3 total_energy_ev=-147648.8633
C 2.511 -1.094 6.563 -1.77 -1.38 0.78
C 1.657 -1.473 7.845 0.60 0.87 -0.12
C 1.313 -0.115 8.483 -0.05 -0.89 0.34
N 0.682 -0.248 9.853 -0.03 1.35 -0.30
C -0.708 -0.594 9.578 -1.03 0.34 -0.16
C 0.740 1.096 10.592 -0.76 0.64 -0.70
C 0.505 0.843 12.062 0.37 -0.67 0.13
C 0.820 -0.675 12.224 0.33 -0.75 -0.21
C 1.361 -1.177 10.843 -0.44 0.89 0.33
H 3.021 -1.931 6.110 0.11 -0.24 0.07
H 3.217 -0.335 6.768 0.84 0.79 0.37
H 1.795 -0.714 5.843 -0.02 0.18 -0.34
H 2.166 -2.120 8.597 -0.07 0.45 -0.82
H 0.708 -1.941 7.579 0.29 -0.32 -0.28
H 0.594 0.444 7.861 0.47 -0.06 0.26
H 2.206 0.444 8.645 0.67 0.52 -0.10
H -1.209 -0.811 10.475 -0.71 -0.16 1.32
H -0.778 -1.473 8.981 0.17 -0.64 -0.54
H -1.254 0.223 9.074 0.57 -0.26 0.21
H -0.003 1.816 10.167 0.69 -0.74 0.03
H 1.726 1.462 10.411 0.67 0.33 -0.16
H -0.504 1.126 12.308 -0.50 -0.41 0.24
H 1.114 1.477 12.709 0.24 -0.12 -0.31
H -0.126 -1.235 12.417 0.99 0.33 0.41
H 1.652 -0.912 12.942 -1.33 0.27 -0.25
H 1.029 -2.200 10.639 0.57 0.17 -0.05
H 2.456 -0.989 10.755 -0.81 -0.46 -0.09
C -2.359 1.331 0.382 -2.24 1.87 0.69
C -1.169 0.535 0.647 1.19 -1.82 0.43
C 0.099 1.312 0.373 -1.38 1.05 1.15
N 1.364 0.681 0.869 0.46 2.31 0.93
C 1.351 0.721 2.382 -1.66 -2.00 -0.42
C 2.526 1.574 0.373 -0.54 -1.49 0.05
C 2.839 1.032 -1.009 1.31 -0.05 -0.65
C 2.159 -0.345 -1.093 0.59 0.14 -0.74
C 1.728 -0.640 0.282 -1.19 -1.60 1.22
H -2.541 1.395 -0.684 -0.43 -0.02 -0.23
H -2.260 2.381 0.771 0.00 -0.82 -0.26
H -3.243 0.923 0.950 0.74 0.30 -0.97
H -1.251 -0.412 0.090 0.32 0.19 0.02
H -1.187 0.251 1.693 0.02 -0.11 0.25
H -0.119 2.313 0.925 1.14 -1.58 -0.77
H 0.191 1.531 -0.671 0.28 0.09 -0.67
H 1.465 1.687 2.798 0.23 1.16 -0.11
H 2.087 0.032 2.768 0.30 -0.17 -0.01
H 0.335 0.368 2.677 1.03 0.16 0.07
H 3.256 1.324 1.123 0.84 0.38 -0.09
H 2.268 2.614 0.372 -0.30 0.45 0.38
H 3.922 0.940 -1.112 -0.02 -0.06 0.08
H 2.578 1.715 -1.829 -0.33 -0.21 0.32
H 2.754 -1.195 -1.461 0.01 0.59 -0.10
H 1.283 -0.261 -1.695 -0.63 -0.09 -0.81
H 2.547 -1.094 0.881 -0.69 0.38 -0.07
H 0.836 -1.323 0.277 0.91 0.56 0.45
C 1.416 4.931 -6.340 -0.73 -0.35 -2.17
C 0.233 4.067 -6.798 -0.19 -1.34 1.00
C -1.148 4.682 -6.482 0.02 -0.14 0.21
C -1.617 4.546 -5.018 -0.88 -0.24 -0.72
N -2.836 5.397 -4.591 -2.24 -1.24 -0.89
C -2.764 6.856 -4.923 1.54 -1.31 1.01
C -1.711 7.340 -3.897 1.43 0.82 -0.54
C -1.737 6.335 -2.726 -0.10 -0.59 -0.16
C -2.942 5.428 -3.109 2.21 -1.26 0.76
C -4.146 4.767 -5.243 0.63 -0.06 2.47
C -5.554 5.197 -4.696 0.75 -0.08 -1.08
C -6.581 4.306 -5.433 0.51 -0.56 1.44
H 1.065 5.944 -6.537 0.61 0.32 0.17
H 2.227 4.688 -7.040 0.14 0.39 0.54
H 1.736 4.817 -5.335 0.17 -0.17 0.93
H 0.257 3.014 -6.361 0.10 1.16 -0.40
H 0.242 3.891 -7.894 0.19 0.36 0.65
H -1.749 4.068 -7.121 -1.17 0.28 -0.41
H -1.133 5.743 -6.780 -0.16 -0.45 -0.13
H -0.824 4.930 -4.411 0.46 -0.49 0.58
H -1.962 3.488 -4.822 0.86 1.12 0.16
H -3.725 7.175 -4.645 -1.22 0.95 0.11
H -2.635 6.916 -5.984 0.43 0.64 -0.43
H -1.992 8.284 -3.469 -0.06 0.70 -0.36
H -0.647 7.454 -4.324 -1.74 -0.18 0.49
H -1.904 6.745 -1.720 0.16 0.19 -0.51
H -0.749 5.828 -2.731 -0.89 -0.10 0.41
H -3.878 5.845 -2.765 -0.17 0.12 -0.29
H -2.819 4.394 -2.712 -0.31 0.63 -0.29
H -4.053 3.707 -5.009 0.05 -0.10 0.12
H -3.932 4.829 -6.269 -0.39 0.53 -1.53
H -5.798 6.247 -4.884 0.24 -0.04 0.26
H -5.635 4.946 -3.628 0.19 0.32 -0.34
H -6.156 3.275 -5.267 -0.91 0.66 -0.96
H -6.810 4.616 -6.454 0.40 -0.41 0.05
H -7.507 4.354 -4.854 0.00 -0.07 -0.23
C -2.226 -3.700 4.669 0.05 0.48 -0.28
O -1.153 -3.671 3.749 0.85 0.04 0.44
C -1.387 -4.063 2.383 0.00 -0.15 2.10
C -1.026 -5.490 2.116 -0.24 -0.04 -0.27
N 0.382 -5.633 1.975 2.45 -0.56 -0.11
H 1.611 -4.268 2.212 -0.27 0.35 -0.13
H 0.792 -5.933 2.862 -0.27 -0.02 -0.23
C 0.810 -6.623 0.970 -1.38 0.10 -0.25
C 0.776 -6.188 -0.515 1.26 -0.57 0.95
O -0.185 -5.243 -0.833 -1.00 0.04 -1.14
C 0.139 -4.629 -2.104 1.36 -0.42 0.93
H -3.106 -3.312 4.179 -0.64 0.08 -0.16
H -2.000 -3.003 5.484 0.20 -0.12 -0.13
H -2.477 -4.659 5.124 0.28 -0.33 -0.26
H -0.844 -3.329 1.783 -0.04 -0.40 -0.26
H -2.425 -4.040 2.236 -1.76 0.65 -0.59
H -1.464 -5.679 1.147 -0.31 -0.43 -0.27
H -1.411 -6.237 2.848 -0.24 0.75 -0.33
H 0.194 -7.531 1.033 0.18 0.00 0.33
H 1.836 -6.850 1.176 0.56 -0.48 0.15
H 0.689 -7.138 -1.085 -0.03 0.60 -0.10
H 1.765 -5.757 -0.700 0.15 0.04 -0.35
H -0.702 -4.175 -2.568 -1.00 0.26 0.00
H 0.606 -5.340 -2.829 -0.22 0.41 0.70
H 0.837 -3.841 -1.795 0.32 0.01 -0.70
C 8.954 -3.373 -4.726 0.50 0.32 -1.49
O 8.118 -3.002 -5.816 0.34 0.56 -0.08
C 8.778 -2.090 -6.703 0.04 -0.42 0.48
C 7.678 -1.428 -7.581 -0.36 -0.60 2.06
N 6.808 -0.606 -6.622 -0.35 -1.09 -1.64
H 6.281 -1.321 -6.088 0.46 0.33 -0.27
H 7.205 -0.043 -5.074 0.65 -0.31 -1.03
C 5.724 0.046 -7.455 1.40 -0.21 2.24
C 4.693 0.648 -6.556 -1.43 0.92 -0.27
O 4.129 -0.286 -5.653 0.15 -0.95 -0.25
C 3.435 0.373 -4.633 -1.01 -0.37 -0.79
H 9.509 -2.547 -4.297 -0.02 0.49 0.03
H 9.676 -4.120 -5.031 0.19 -0.34 -0.10
H 8.302 -3.756 -4.014 -0.97 -0.90 1.47
H 9.604 -2.673 -7.260 -1.18 1.19 0.51
H 9.214 -1.292 -6.012 -0.10 -0.68 -1.27
H 6.970 -2.185 -8.053 1.40 0.81 0.04
H 8.218 -0.762 -8.245 -0.45 0.07 -0.51
H 5.303 -0.745 -8.003 -0.81 -0.73 -1.41
H 6.186 0.821 -8.049 -0.08 0.08 -0.41
H 3.876 1.146 -7.179 0.74 -0.61 0.55
H 5.108 1.411 -5.927 0.65 0.74 0.06
H 3.174 -0.277 -3.805 0.13 -0.60 -0.13
H 2.476 0.751 -5.059 0.45 0.29 0.42
H 4.069 1.129 -4.234 0.32 1.12 0.44
C -6.083 -4.932 -4.817 0.24 0.34 0.00
O -5.179 -4.774 -3.719 0.06 0.64 0.19
C -3.887 -5.356 -3.869 -0.32 0.89 -0.53
C -3.095 -5.177 -2.609 -2.85 -2.04 1.95
N -2.957 -3.822 -2.195 -1.29 2.15 -2.75
H -0.010 -2.937 -5.536 0.43 1.33 -1.22
H -3.680 -3.202 -2.653 1.04 -1.27 0.39
C -2.928 -3.518 -0.819 0.10 -0.91 0.72
C -4.252 -3.550 -0.064 -0.39 -1.36 -0.96
O -4.385 -4.851 0.574 -0.45 1.89 0.14
C -5.583 -4.918 1.349 -0.45 -0.45 -0.17
H -6.661 -3.987 -4.888 0.58 -0.43 -0.39
H -6.822 -5.689 -4.588 -0.07 -0.47 0.14
H -5.575 -5.233 -5.765 -0.29 0.58 0.63
H -3.308 -4.838 -4.611 -0.12 0.19 -1.07
H -4.101 -6.361 -4.167 0.78 -0.98 0.03
H -2.186 -5.721 -2.564 1.27 -0.30 -0.67
H -3.698 -5.794 -1.892 0.17 0.67 0.18
H -2.517 -2.537 -0.745 0.51 1.00 0.36
H -2.211 -4.238 -0.430 -0.04 0.21 0.78
H -5.084 -3.510 -0.803 0.38 0.31 0.28
H -4.335 -2.659 0.573 -0.06 -0.48 0.59
H -6.057 -5.873 1.141 -0.02 -0.18 -0.04
H -6.377 -4.153 1.171 0.96 -0.20 -0.20
H -5.319 -4.921 2.397 0.01 0.21 0.49
C -7.447 -0.201 4.608 0.82 0.36 0.50
O -6.693 1.046 4.340 -0.87 -0.59 0.60
C -5.998 1.650 5.448 -0.73 -0.33 0.20
C -5.799 3.193 5.351 -1.72 -1.25 -2.11
N -5.053 3.699 4.145 -0.80 -1.24 0.43
H -4.741 4.614 4.345 0.29 1.33 0.27
H -3.374 3.118 3.611 0.78 -0.17 -0.30
C -6.046 3.766 3.063 -1.25 -1.84 0.40
C -5.615 4.330 1.782 1.68 -0.34 -0.88
O -5.095 5.563 2.150 0.11 1.30 0.26
C -4.847 6.458 1.114 2.46 -0.36 0.55
H -6.895 -1.082 4.246 0.14 0.40 0.03
H -8.391 -0.181 4.068 0.05 0.37 -0.05
H -7.671 -0.401 5.685 0.30 0.63 -0.69
H -5.037 1.132 5.542 -0.05 0.15 0.25
H -6.618 1.514 6.385 0.74 -0.01 -0.78
H -5.358 3.424 6.281 0.76 0.78 0.85
H -6.838 3.619 5.277 0.87 -0.17 0.51
H -6.952 4.344 3.276 0.13 0.11 0.85
H -6.394 2.730 2.963 -0.03 0.27 -0.32
H -6.492 4.472 1.132 0.32 -0.42 -0.15
H -4.761 3.740 1.312 -1.10 0.35 0.03
H -5.676 6.806 0.582 -1.80 0.84 -0.29
H -4.239 5.990 0.342 0.47 -0.42 -0.28
H -4.207 7.244 1.544 -0.62 0.10 -0.27
C 2.695 -3.372 3.649 1.49 0.94 -1.74
O 3.771 -2.412 3.605 -1.53 -0.29 0.25
O 2.156 -3.443 2.343 -0.08 -0.06 1.19
C 3.204 -4.729 4.114 0.23 -0.47 1.27
F 3.757 -5.465 3.166 0.16 -0.10 -0.34
F 4.111 -4.529 5.094 -0.05 -0.17 -0.18
F 2.221 -5.484 4.684 0.03 0.43 -0.47
C 4.902 -2.687 2.743 -0.42 -0.78 1.99
C 5.535 -1.376 2.426 -0.84 1.05 -1.08
H 5.468 -0.658 3.226 0.12 0.01 0.66
H 6.581 -1.506 2.177 0.07 0.18 -0.47
H 4.909 -0.885 1.591 1.28 -0.68 0.81
H 4.522 -3.076 1.827 -0.03 -1.00 -0.59
H 5.503 -3.417 3.363 -0.02 0.78 -1.26
H 2.060 -3.014 4.458 -0.53 0.15 -0.32
C -1.030 -1.656 -6.556 -0.09 2.24 1.75
O -1.680 -0.947 -5.469 -0.17 -0.56 -0.13
O 0.156 -2.193 -6.203 0.52 -2.68 2.14
C -2.032 -2.621 -7.070 -1.42 -0.90 -1.32
F -1.485 -3.212 -8.161 -0.11 -0.45 0.95
F -2.397 -3.509 -6.121 0.65 -0.07 -0.60
F -3.175 -2.081 -7.528 0.35 0.43 0.48
C -0.947 0.040 -4.747 0.73 -0.70 -0.45
C -1.504 0.328 -3.379 -2.20 0.00 -0.08
H -1.360 -0.495 -2.677 -0.34 -0.11 -0.09
H -1.075 1.213 -2.923 0.49 0.26 -0.17
H -2.623 0.602 -3.496 1.58 -0.80 0.37
H -0.960 0.944 -5.289 -0.23 1.36 -1.00
H 0.106 -0.217 -4.725 0.30 -0.40 0.31
H -0.717 -1.029 -7.353 -0.42 1.16 -0.96
C -1.538 3.179 4.364 0.18 -0.20 -2.06
O -0.281 3.164 3.814 2.08 1.57 -0.31
O -2.411 2.943 3.311 -1.66 0.02 0.18
C -1.610 1.998 5.312 0.22 0.48 1.07
F -0.744 2.185 6.391 -0.83 -0.74 -1.22
F -2.858 2.044 5.809 0.34 -0.98 0.27
F -1.356 0.787 4.729 -0.30 1.48 1.01
C 0.388 4.474 3.604 -1.98 -0.28 0.00
C 0.451 4.961 2.178 -0.43 0.52 -0.35
H 0.846 4.186 1.548 0.01 -0.61 -0.41
H -0.553 5.270 1.786 1.00 -0.12 0.30
H 1.227 5.758 2.077 -0.92 -0.21 0.28
H 1.342 4.451 4.005 2.13 -0.92 0.63
H -0.054 5.213 4.254 -0.80 0.26 0.09
H -1.795 4.143 4.802 0.17 -0.12 0.86
C 7.832 0.377 -3.195 1.32 -0.34 -1.54
O 7.875 -0.924 -2.646 -0.71 1.36 -0.24
O 6.984 0.488 -4.300 -0.62 1.20 2.59
C 7.424 1.509 -2.191 -1.02 -1.29 -1.12
F 8.048 1.552 -1.021 -0.71 -0.98 0.26
F 7.692 2.657 -2.744 -0.32 1.35 -0.81
F 6.009 1.407 -2.047 1.73 0.43 0.74
C 6.648 -1.646 -2.728 -0.58 -0.93 0.87
C 6.798 -2.717 -1.648 -0.67 1.39 0.92
H 6.163 -3.543 -1.925 -0.05 -0.54 0.33
H 7.840 -2.978 -1.507 0.09 -0.39 -0.26
H 6.473 -2.249 -0.677 0.18 -0.72 -0.70
H 6.537 -2.181 -3.687 0.09 0.72 0.01
H 5.699 -1.066 -2.489 1.32 -0.23 -0.63
H 8.878 0.598 -3.573 -0.79 -0.13 1.00

---

[2]
40
Properties=species:S:1:pos:R:3:forces:R:3 method="wB97M-V/def2-TZVPD" e_lumo_ev="-16.32 / -17.63" spin_multiplicity=1 e_homo_ev="-22.7 / -22.5" max_force_ev_per_a=9.49 charge=+4 total_energy_ev=-127690.9038
I -3.462 0.579 -2.310 -1.35 -0.42 -0.99
I -4.180 -1.321 -4.121 0.20 0.75 0.65
Y -1.175 0.136 -0.212 -2.81 0.60 2.10
Ga 1.701 0.731 -1.647 -2.09 -1.94 -0.47
S 0.252 -0.825 -2.491 1.14 1.27 0.61
C 3.343 1.704 -1.831 8.39 4.26 -1.18
C 1.062 1.098 0.205 -0.81 2.73 1.81
C 1.553 -2.136 -2.999 1.04 -0.84 -1.23
C 0.699 -3.372 -3.246 -0.43 0.07 0.26
C 2.658 -2.395 -1.981 -0.84 -0.02 0.45
C 2.145 -1.598 -4.312 -0.55 0.29 0.06
C -0.812 -1.140 1.918 0.82 -2.01 4.89
C 1.260 -0.003 1.122 5.60 -1.37 2.40
O 0.358 2.070 0.650 0.72 -1.91 -1.73
O 4.374 2.241 -1.908 -6.24 -3.15 0.54
O -0.545 -1.509 2.975 -1.27 1.43 -4.31
O 2.138 -0.464 1.779 -3.75 1.03 -2.05
H 1.335 -4.166 -3.666 -0.20 0.20 0.14
H -0.120 -3.160 -3.945 0.29 -0.13 -0.08
H 0.248 -3.712 -2.309 0.17 -0.26 -0.11
H 3.321 -3.158 -2.423 -0.06 0.37 0.24
H 2.260 -2.798 -1.038 0.22 0.10 -0.20
H 3.251 -1.488 -1.769 0.16 -0.03 -0.07
H 2.902 -2.315 -4.682 -0.35 0.40 0.11
H 2.612 -0.602 -4.153 0.01 -0.50 -0.22
H 1.328 -1.483 -5.048 0.63 -0.03 0.11
F -4.263 3.031 0.203 0.21 -1.01 0.25
C -4.655 2.149 1.156 -1.50 1.27 0.75
F -5.529 2.812 1.947 1.42 -1.15 -0.80
F -5.316 1.137 0.535 0.67 0.46 0.22
C -3.416 1.553 1.945 -0.59 0.85 0.41
O -2.545 1.002 1.034 1.45 -0.98 -2.04
C -2.599 2.659 2.702 0.18 1.57 1.80
F -3.234 3.187 3.784 0.48 -0.99 -1.91
F -1.433 2.132 3.170 -0.65 0.15 -0.78
F -2.277 3.656 1.847 -0.27 -0.90 0.53
C -3.873 0.435 2.926 -1.38 -0.68 1.89
F -5.026 0.708 3.590 1.61 -0.12 -1.36
F -4.040 -0.717 2.224 0.15 0.57 0.23
F -2.930 0.202 3.864 -0.41 0.06 -0.91

---

[3]
22
Properties=species:S:1:pos:R:3:forces:R:3 method="wB97M-V/def2-TZVPD" e_lumo_ev=0.38 spin_multiplicity=1 e_homo_ev=-9.9 max_force_ev_per_a=10.19 charge=0 total_energy_ev=-14601.3448
C 1.125 2.406 -0.359 -0.69 -1.13 -1.96
C 0.674 1.076 0.081 0.19 -1.99 3.12
C 1.157 -1.196 -0.322 3.34 -2.52 0.76
C -0.178 -1.505 0.111 -6.45 -1.42 5.96
C -1.227 -0.604 -0.522 3.66 0.07 -1.55
C -0.858 0.933 -0.138 2.70 -7.08 6.80
H 0.709 2.984 0.429 -1.55 1.75 -0.47
H 2.125 2.563 -0.091 1.99 -0.16 -0.57
H 0.889 2.394 -1.532 0.48 1.21 2.74
H 0.931 0.930 1.287 -0.91 0.38 -2.82
H 1.378 -1.876 -1.220 0.17 1.12 1.12
H 2.253 -0.899 1.530 -0.93 -2.30 -3.68
H -0.488 -1.511 1.454 1.63 0.78 -3.57
H -0.710 -2.492 0.045 1.81 0.07 -0.76
H -1.250 -0.971 -1.550 1.65 1.38 -1.10
H -3.113 -1.561 -0.333 2.11 0.88 -0.14
H -1.050 1.376 -0.928 -2.74 5.48 -6.89
H -2.259 0.537 1.129 1.53 1.76 -0.02
O 1.384 0.083 -0.631 -0.20 2.02 -1.82
O 2.179 -1.558 0.666 0.09 1.21 2.46
O -2.521 -0.759 -0.294 -5.78 -0.30 3.04
O -1.488 1.216 1.093 -2.09 -1.19 -0.69

---

[4]
16
Properties=species:S:1:pos:R:3:forces:R:3 method="wB97M-V/def2-TZVPD" smiles="C/C=C(/C)CC#N" e_lumo_ev=0.80 spin_multiplicity=1 e_homo_ev=-8.7 max_force_ev_per_a=3.49 charge=0 total_energy_ev=-7855.5896
C -1.335 1.227 0.017 -1.00 0.71 -0.02
C -0.116 1.319 0.773 0.31 -0.18 0.15
C -0.153 -0.859 -0.360 2.73 -2.08 0.61
C 0.580 0.192 0.007 0.27 -0.39 -0.28
C -1.317 -1.540 0.281 -0.22 -0.04 -0.09
C 1.916 0.524 -0.575 -0.04 -0.08 0.02
N -1.981 0.643 -0.726 -2.29 1.99 -0.61
H 0.394 2.276 0.669 -0.04 -0.05 0.03
H -0.280 1.102 1.830 0.01 0.07 0.03
H 0.347 -1.532 -1.058 0.09 0.12 -0.06
H -1.617 -1.072 1.215 -0.10 -0.02 0.06
H -1.039 -2.577 0.476 0.07 0.00 0.08
H -2.175 -1.547 -0.390 -0.03 -0.13 0.11
H 1.833 1.329 -1.308 0.04 0.10 -0.01
H 2.351 -0.343 -1.064 0.07 -0.03 -0.03
H 2.593 0.858 0.211 0.13 0.02 0.00

---

Q: Among the records above, which one has the highest charge?
A: C12H9F9GaI2O5SY